[1]
C3H5NO2 | ωB97M-V/def2-TZVPD

XYZ file:
```
11
Properties=species:S:1:pos:R:3
O 1.301 -0.226 -0.129
O -0.911 -0.671 -0.153
N -1.494 1.486 -0.455
C 0.343 -1.209 -0.473
C -0.690 0.692 0.092
C 0.658 0.699 0.744
H -1.984 0.729 -0.951
H 0.413 -1.405 -1.552
H 0.581 0.307 1.769
H 1.225 1.630 0.736
H 0.482 -2.131 0.097
```

Calculated values
**SMILES string**: [H]/N=C1/COCO1
**Orbital gap**: 11.1 eV
**Relative energy (zero: lowest compared OMol25 entry of this formula, charge and spin)**: 49.6 kcal per mole

Population analysis type Mulliken, resulting atomic charges in e:
1 O -0.3616
2 O -0.3990
3 N -0.6999
4 C -0.1368
5 C 0.5555
6 C -0.2195
7 H 0.3236
8 H 0.2163
9 H 0.2191
10 H 0.2677
11 H 0.2346

***

[2]
C39H43BaClP2Si2 | ωB97M-V/def2-TZVPD

XYZ file:
```
88
Properties=species:S:1:pos:R:3
Ba -1.964 1.086 0.398
Cl 2.425 -1.388 0.719
P 1.420 -0.254 4.504
P -0.603 2.074 4.191
Si -1.166 0.522 -3.631
Si 1.937 -1.549 -1.294
C 0.762 2.607 8.091
C -1.436 -1.386 -5.694
C -3.795 -0.787 1.795
C 0.773 1.836 -5.278
C -0.467 0.202 -1.913
C 1.257 2.462 -1.598
C 0.260 1.913 5.824
C -0.033 3.772 3.763
C -0.420 -5.584 -1.456
C -0.545 1.851 -4.812
C -0.938 -4.454 -2.097
C -1.560 -1.239 2.091
C -2.693 -0.598 2.667
C 1.774 1.160 -1.584
C 0.346 3.804 -6.634
C 1.358 -1.903 5.334
C 0.852 -5.523 -0.871
C -1.028 -2.305 -6.672
C -2.290 2.467 4.813
C 1.670 1.554 8.227
C -0.243 -3.241 -2.062
C -1.981 -1.861 0.887
C -0.971 1.587 -2.059
C 1.875 0.667 7.166
C -3.358 -1.580 0.705
C -0.551 -0.962 -4.688
C 1.096 -2.532 -5.557
C 0.235 -2.900 -6.595
C 0.074 2.798 6.887
C 1.005 -3.155 -1.435
C 1.553 -4.316 -0.850
C -1.396 2.889 -5.212
C 1.206 2.790 -6.211
C 3.233 -0.054 4.293
C 1.176 0.835 5.972
C -0.093 2.686 -1.752
C -0.956 3.855 -6.126
C 0.717 -1.551 -4.633
C 0.973 0.028 -1.675
H 1.951 3.301 -1.510
H -2.450 -0.984 -5.729
H -2.408 2.953 -4.805
H 2.225 1.420 9.158
H -4.810 -0.412 1.942
H 0.409 -1.991 5.881
H 1.429 -1.278 -3.847
H 3.775 -0.582 5.087
H -0.332 3.980 2.725
H 0.699 4.562 -7.336
H 2.857 1.038 -1.462
H -0.484 4.508 4.442
H -1.002 -6.505 -1.427
H -0.607 3.646 6.788
H -0.541 3.680 -1.767
H -0.557 -1.276 2.521
H 2.227 2.733 -6.589
H 2.206 -2.022 6.022
H 0.587 3.288 8.925
H -1.630 4.653 -6.436
H 0.543 -3.651 -7.332
H -3.005 2.328 3.989
H 2.069 -3.017 -5.450
H -2.061 1.858 -2.000
H 1.398 -2.669 4.546
H 2.526 -4.270 -0.359
H -3.968 -1.950 -0.123
H -1.709 -2.572 -7.486
H 3.481 1.013 4.317
H 1.063 3.813 3.836
H 1.288 -6.415 -0.420
H 1.482 1.076 -4.936
H -2.727 -0.103 3.636
H 2.584 -0.155 7.280
H 3.115 -1.559 -2.088
H -1.136 -0.596 -1.511
H -1.899 -4.491 -2.618
H -2.334 3.505 5.165
H 3.502 -0.462 3.310
H -2.653 0.381 -3.634
H -0.678 -2.363 -2.548
H -2.546 1.782 5.634
H -1.367 -2.515 0.270
```

Calculated values
**Orbital gap**: 4.8 eV

Population analysis type Mulliken, resulting atomic charges in e:
1 Ba 1.7843
2 Cl -0.1277
3 P 0.8386
4 P 0.9593
5 Si -0.2376
6 Si -0.2587
7 C -0.7215
8 C -0.8920
9 C -1.3259
10 C 0.0892
11 C 0.9539
12 C -1.1336
13 C 0.0178
14 C -1.2416
15 C -0.5586
16 C 0.4637
17 C -0.6741
18 C -0.6243
19 C -0.1669
20 C -0.4939
21 C -0.4474
22 C -1.3798
23 C -0.5658
24 C -0.5996
25 C -1.4672
26 C -0.7056
27 C 0.2836
28 C -0.1600
29 C -3.0898
30 C -0.4016
31 C -0.2752
32 C 0.6713
33 C -0.9504
34 C -0.5947
35 C -0.4414
36 C 1.0528
37 C -0.6947
38 C -0.3180
39 C -0.7981
40 C -1.1556
41 C 0.1176
42 C -0.4504
43 C -0.6670
44 C 0.2677
45 C 0.0371
46 H 0.4087
47 H 0.3214
48 H 0.3044
49 H 0.3762
50 H 0.3976
51 H 0.3321
52 H 0.4103
53 H 0.3665
54 H 0.3527
55 H 0.3642
56 H 0.4106
57 H 0.3820
58 H 0.3909
59 H 0.2273
60 H 0.4824
61 H 0.2544
62 H 0.3879
63 H 0.4502
64 H 0.3793
65 H 0.3857
66 H 0.3603
67 H 0.3918
68 H 0.4089
69 H 1.4839
70 H 0.4049
71 H 0.3317
72 H 0.3719
73 H 0.3825
74 H 0.3435
75 H 0.3316
76 H 0.3715
77 H 0.2642
78 H 0.5805
79 H 0.2390
80 H -0.2036
81 H 1.4744
82 H 0.4095
83 H 0.4703
84 H 0.2830
85 H -0.3995
86 H -0.1722
87 H 0.3849
88 H 0.1839

***

[3]
C3H14N4Si | ωB97M-V/def2-TZVPD

XYZ file:
```
22
Properties=species:S:1:pos:R:3
Si 0.162 2.027 0.135
N 1.750 2.581 -0.395
N 0.442 -1.999 -1.926
N -0.921 -2.092 -2.597
N 0.681 2.661 -1.413
C 0.023 -0.432 1.754
C -0.792 0.135 2.942
C -0.425 0.230 0.385
H -0.271 0.404 3.890
H -1.201 1.073 2.586
H -0.185 3.023 1.165
H 2.530 1.969 -0.735
H 0.483 -2.888 -1.376
H -0.143 -0.452 -0.374
H -1.631 -0.479 3.149
H 1.107 -2.070 -2.689
H -1.074 -1.116 -2.854
H 0.936 2.083 -2.328
H -1.002 -2.717 -3.426
H -0.138 -1.559 1.713
H -1.507 0.041 0.462
H 1.177 -0.423 1.930
```

Calculated values
**SMILES string**: CCC[SiH]1NN1.NN
**Orbital gap**: 8.2 eV
**Relative energy (zero: lowest compared OMol25 entry of this formula, charge and spin)**: 40.1 kcal per mole

Population analysis type Mulliken, resulting atomic charges in e:
1 Si 0.4205
2 N -0.4672
3 N -0.5194
4 N -0.4695
5 N -0.4179
6 C -0.4597
7 C -1.0255
8 C -0.3913
9 H 0.2842
10 H 0.2662
11 H -0.1106
12 H 0.2363
13 H 0.2367
14 H 0.0962
15 H 0.3376
16 H 0.2369
17 H 0.2087
18 H 0.2508
19 H 0.2269
20 H 0.2950
21 H 0.4188
22 H 0.3464

***

[4]
H10O4S | ωB97M-V/def2-TZVPD

XYZ file:
```
15
Properties=species:S:1:pos:R:3
S -1.308 -3.489 -1.509
O 1.393 -1.113 1.656
O -0.032 2.366 0.545
O -1.228 0.011 1.433
O 0.780 1.081 -2.438
H 0.270 1.682 -2.991
H 0.591 -0.563 1.599
H 1.653 1.482 -2.377
H -1.207 0.865 0.974
H -0.066 2.791 1.406
H 2.003 -0.609 2.213
H -0.238 -3.317 -0.725
H -1.662 -0.697 0.955
H 0.711 1.746 0.524
H -1.660 -2.235 -1.266
```

Calculated values
**SMILES string**: O.O.O.O.S
**Orbital gap**: 10.0 eV
**Relative energy (zero: lowest compared OMol25 entry of this formula, charge and spin)**: 14.9 kcal per mole

Population analysis type Mulliken, resulting atomic charges in e:
1 S -0.2544
2 O -0.6310
3 O -0.6876
4 O -0.7125
5 O -0.6278
6 H 0.3147
7 H 0.3649
8 H 0.3116
9 H 0.3895
10 H 0.3293
11 H 0.3084
12 H 0.1581
13 H 0.3024
14 H 0.3435
15 H 0.0909

***

[5]
C24H55N9O8P | ωB97M-V/def2-TZVPD

XYZ file:
```
97
Properties=species:S:1:pos:R:3
P 5.453 0.197 0.226
O 1.010 1.937 6.280
O -6.739 2.892 -0.447
O -1.663 -4.187 -1.315
O -3.086 2.028 3.554
O 6.650 2.062 -1.974
O 3.819 -0.364 -0.615
O -6.148 -2.206 0.174
O 2.027 2.650 -3.465
N -2.471 2.719 1.512
N 5.068 1.902 -0.303
N 2.161 -1.128 0.965
N -5.591 -3.549 1.878
N 7.609 1.368 3.287
N -6.156 0.980 -1.463
N 1.503 0.063 5.141
N -0.009 -5.524 -2.016
N 2.554 1.778 -5.460
C -4.873 -4.615 2.547
C 1.239 -1.032 4.220
C -4.794 3.031 2.202
C -7.039 1.972 -1.195
C -0.714 1.041 4.867
C 5.635 4.083 -1.286
C 0.532 -3.697 -0.475
C 3.710 0.939 -3.463
C 3.742 2.430 -0.003
C -6.335 -0.182 -2.315
C 2.979 -0.850 0.181
C -5.466 -3.134 0.589
C -8.397 1.893 -1.852
C 3.255 0.912 -6.384
C 6.888 1.540 2.251
C 1.354 -6.009 -2.115
C 0.658 1.064 5.496
C -3.396 2.551 2.495
C -0.473 -4.471 -1.288
C -4.468 -3.854 -0.281
C 7.089 0.705 1.036
C -2.657 3.304 0.198
C 5.836 2.563 -1.208
C 2.700 1.856 -4.104
H 1.866 2.415 -5.829
H -2.403 2.574 -0.573
H 1.291 -3.255 -1.120
H 7.774 1.176 0.327
H 1.690 -5.968 -3.153
H -8.302 1.910 -2.938
H -1.239 0.127 5.144
H 1.013 -4.344 0.259
H -6.206 -1.091 -1.727
H 3.805 3.257 0.716
H 5.249 4.511 -0.363
H -5.588 -0.172 -3.111
H -5.577 -5.366 2.913
H -3.462 -3.765 0.123
H 3.718 1.108 -2.395
H 0.235 -0.969 3.817
H -5.207 2.509 1.340
H 2.543 0.275 -6.915
H 4.940 4.272 -2.106
H -7.323 -0.185 -2.761
H -4.476 -3.409 -1.269
H -5.424 2.833 3.064
H 1.948 -0.995 3.395
H 0.028 -2.895 0.053
H 6.120 2.322 2.239
H 7.330 2.017 4.024
H -0.643 1.099 3.784
H -8.918 0.984 -1.549
H 1.406 -7.046 -1.778
H 7.584 -0.201 1.388
H -0.726 -6.001 -2.539
H 4.710 1.140 -3.851
H -1.286 1.889 5.219
H 6.070 -0.158 -1.003
H -4.730 -4.910 -0.370
H 2.022 -5.409 -1.508
H 4.710 0.454 1.438
H 3.098 1.683 0.450
H 2.409 0.118 5.577
H -1.552 2.383 1.756
H 6.585 4.553 -1.525
H -8.981 2.752 -1.537
H 3.963 0.282 -5.857
H -4.172 -5.092 1.870
H 3.268 2.854 -0.889
H 3.449 -0.105 -3.643
H -4.321 -4.216 3.399
H -6.271 -3.026 2.406
H -3.686 3.621 0.058
H 5.626 -1.184 0.665
H 3.797 1.509 -7.121
H -2.000 4.167 0.078
H -5.271 1.087 -0.992
H -4.800 4.103 2.003
H 1.354 -1.986 4.742
```

Calculated values
**Orbital gap**: 7.6 eV
**Total charge**: -1

Population analysis type Mulliken, resulting atomic charges in e:
1 P -0.1691
2 O -0.6981
3 O -0.6486
4 O -0.6342
5 O -0.5975
6 O -0.6346
7 O -0.5593
8 O -0.6847
9 O -0.6778
10 N -0.0690
11 N 0.3548
12 N -0.5790
13 N -0.1737
14 N -0.7261
15 N -0.0409
16 N -0.1083
17 N -0.1530
18 N -0.1469
19 C -0.8415
20 C -0.5517
21 C -1.0903
22 C 0.9545
23 C -0.9686
24 C -1.4121
25 C -1.1804
26 C -0.6293
27 C -1.3243
28 C -0.6687
29 C 0.5939
30 C 0.7575
31 C -1.4514
32 C -0.8161
33 C 0.1455
34 C -0.8453
35 C 0.6445
36 C 0.7899
37 C 0.6336
38 C -1.1360
39 C -0.9059
40 C -0.8907
41 C 0.7251
42 C 0.6139
43 H 0.2409
44 H 0.2813
45 H 0.2997
46 H 0.3977
47 H 0.2781
48 H 0.3738
49 H 0.3308
50 H 0.4020
51 H 0.0972
52 H 0.2988
53 H 0.3328
54 H 0.2914
55 H 0.2836
56 H 0.3372
57 H -0.3200
58 H 0.2502
59 H 0.1131
60 H 0.2753
61 H 0.2313
62 H 0.3385
63 H 0.2437
64 H 0.3235
65 H 0.1008
66 H 0.3014
67 H 0.3233
68 H 0.2600
69 H 0.1838
70 H 0.3544
71 H 0.2722
72 H 0.4139
73 H 0.2457
74 H 0.4015
75 H 0.3278
76 H 0.0138
77 H 0.3670
78 H 0.3319
79 H -0.0468
80 H 0.4149
81 H 0.2219
82 H 0.1345
83 H 0.4136
84 H 0.2995
85 H 0.3268
86 H 0.3048
87 H 0.4086
88 H 0.4599
89 H 0.2902
90 H 0.2365
91 H 0.3547
92 H 0.0658
93 H 0.2690
94 H 0.2907
95 H 0.1424
96 H 0.3448
97 H 0.2699

***

[6]
C5H12NO | ωB97M-V/def2-TZVPD

XYZ file:
```
19
Properties=species:S:1:pos:R:3
O 0.850 1.614 -1.693
N -0.670 -0.023 0.459
C 0.686 2.040 -0.462
C 0.664 -0.694 0.523
C -1.360 -0.524 -0.793
C -0.520 1.438 0.352
C 0.565 -2.193 0.545
H 0.416 3.115 -0.396
H -2.292 -0.957 -0.417
H 1.615 -2.529 0.651
H 0.064 -2.490 1.467
H 0.248 -2.730 -0.336
H -0.486 1.862 1.366
H -0.721 -1.129 -1.427
H -1.581 1.743 0.259
H 1.509 1.712 0.215
H -1.530 0.374 -1.393
H 1.287 -0.291 -0.300
H 1.255 -0.337 1.381
```

Calculated values
**2S+1**: 2
**Orbital gap (spin up / spin down)**: 9.9 / 7.5 eV
**Relative energy (zero: lowest compared OMol25 entry of this formula, charge and spin)**: 39.4 kcal per mole
**⟨S²⟩**: 0.76

Population analysis type Mulliken, resulting atomic charges in e:
1 O -0.4243
2 N -0.0771
3 C -0.2815
4 C -0.5355
5 C -1.1053
6 C -0.8736
7 C -1.1543
8 H 0.3164
9 H 0.2721
10 H 0.3713
11 H 0.2866
12 H 0.3618
13 H 0.3687
14 H 0.3821
15 H 0.5514
16 H 0.3121
17 H 0.4463
18 H 0.3712
19 H 0.4113

***

| no. | F_max (eV Å⁻¹) |
| --- | --- |
| 1 | 1.7 |
| 2 | 4.5 |
| 3 | 3.3 |
| 4 | 0.9 |
| 5 | 2.4 |
| 6 | 3.5 |